[1]
{
  "formula": "C16H52N8O10",
  "method": "the ωB97M-V functional and the def2-TZVPD basis",
  "de_lowest_kcal_mol": 187.2,
  "total_energy_ev": -49827.32275,
  "homo_ev": -8.70,
  "homo_lumo_gap_ev": 8.6,
  "smiles": "NC(N)=O.NC(N)=O.NC(N)=O.NC(N)=O.CC(C)O.CC(C)O.CC(C)O.CO.CO.CO",
  "molar_mass_g_mol": 516.64,
  "elements": ["O", "O", "O", "O", "O", "O", "O", "O", "O", "O", "N", "N", "N", "N", "N", "N", "N", "N", "C", "C", "C", "C", "C", "C", "C", "C", "C", "C", "C", "C", "C", "C", "C", "C", "H", "H", "H", "H", "H", "H", "H", "H", "H", "H", "H", "H", "H", "H", "H", "H", "H", "H", "H", "H", "H", "H", "H", "H", "H", "H", "H", "H", "H", "H", "H", "H", "H", "H", "H", "H", "H", "H", "H", "H", "H", "H", "H", "H", "H", "H", "H", "H", "H", "H", "H", "H"],
  "coordinates": [[7.7720, -25.6000, 0.2290], [4.4300, -26.9840, -0.3370], [11.5910, -25.5380, -4.7260], [12.0930, -25.1560, 2.9190], [5.3180, -27.5870, -3.5710], [8.4680, -25.5030, 3.9010], [11.5810, -22.1590, -1.0210], [5.6050, -23.0960, -2.7260], [3.8480, -26.6330, 2.3800], [12.7840, -24.8220, 0.1020], [12.0090, -23.6970, -3.3270], [9.7330, -22.1490, 0.4340], [9.6420, -24.0780, 2.4750], [11.5370, -25.5530, -2.3650], [4.3540, -25.9990, -5.0450], [9.0930, -23.2730, 4.4740], [6.5190, -25.9610, -4.7570], [9.8800, -23.8340, -0.9380], [5.4200, -26.5360, -4.4510], [14.2380, -23.4600, 1.0080], [10.4070, -22.6970, -0.5300], [6.3800, -23.9290, -1.9680], [11.8640, -26.3800, 3.5920], [9.0450, -24.2880, 3.6050], [14.5680, -24.3620, -1.2240], [11.6730, -24.9080, -3.4690], [4.9840, -26.5710, 2.8840], [9.6860, -26.7760, 0.7860], [8.3700, -26.6870, -0.0230], [8.4460, -26.9820, -1.5060], [5.5520, -25.2330, 2.3730], [14.0370, -24.6160, 0.1400], [4.0460, -28.3770, -0.4410], [5.9620, -27.7480, 2.7660], [14.5310, -25.4760, 0.6630], [5.7690, -24.7620, -1.6030], [14.1150, -23.7450, 2.1000], [6.9770, -27.4740, 2.9890], [9.4490, -26.6460, 1.8240], [5.4960, -25.2370, 1.3300], [4.2040, -28.9500, -1.3480], [4.5170, -28.9200, 0.3910], [9.4650, -22.3630, 4.2670], [4.9550, -24.3750, 2.7060], [7.4900, -27.1710, -2.0150], [11.9340, -23.1620, -4.2150], [8.5480, -23.3400, 5.3790], [5.9260, -28.0920, 1.7160], [11.7980, -23.1380, -2.4680], [11.2040, -27.0010, 3.0070], [10.4450, -26.0550, 0.5270], [10.2700, -24.3930, -1.7350], [11.2710, -24.6460, 3.0220], [3.4310, -26.4320, -4.8120], [7.2530, -24.3700, -2.4730], [6.8620, -25.7900, 0.2680], [10.0880, -21.2300, 0.8010], [4.3640, -24.9740, -5.1560], [14.4290, -25.2170, -1.8630], [3.9430, -26.8340, 1.3980], [4.8790, -22.8010, -2.1980], [12.4690, -24.8700, 1.0320], [9.0230, -27.9010, -1.5770], [10.1850, -27.7390, 0.7080], [11.9870, -25.2890, -1.4430], [2.9850, -28.3330, -0.2850], [9.0920, -26.1960, -1.9500], [15.6360, -24.0710, -1.1110], [9.9830, -23.2540, 2.0310], [6.5410, -25.0280, 2.6580], [12.8010, -26.9340, 3.5680], [7.7470, -27.5200, 0.3730], [9.0390, -24.3050, -0.5830], [5.7340, -28.5710, 3.3940], [9.3380, -24.7730, 1.7990], [4.8200, -26.4000, 3.9670], [11.4460, -26.5670, -2.7180], [15.1920, -22.9380, 0.9590], [6.7550, -23.4140, -1.0750], [3.8740, -26.5540, -0.9780], [6.8000, -25.3580, -5.5770], [13.5010, -22.6460, 0.7540], [7.3540, -26.3140, -4.3240], [11.3760, -26.1320, 4.5800], [13.9840, -23.5800, -1.5930], [8.7520, -22.3730, 0.6690]],
  "lowdin_charge": [-0.019, -0.143, -0.173, -0.161, -0.124, -0.099, -0.113, -0.083, 0.002, -0.055, 0.174, 0.126, 0.155, 0.115, 0.133, 0.164, 0.170, 0.198, -0.645, -0.065, -0.576, -0.206, -0.120, -0.595, -0.025, -0.694, -0.611, -0.024, -0.587, -0.022, -0.030, -0.665, -0.101, -0.006, 0.158, 0.072, 0.095, 0.060, 0.045, 0.030, 0.077, 0.080, 0.103, 0.094, 0.072, 0.149, 0.153, 0.057, 0.066, 0.051, 0.054, 0.077, 0.028, 0.131, 0.074, 0.055, 0.161, 0.116, 0.083, 0.091, 0.075, 0.089, 0.087, 0.097, 0.102, 0.080, 0.059, 0.107, 0.080, 0.028, 0.086, 0.142, 0.077, 0.066, 0.080, 0.149, 0.171, 0.079, 0.071, 0.080, 0.168, 0.098, 0.106, 0.109, 0.050, 0.137]
}


[2]
{
  "formula": "C2H12O5",
  "method": "the ωB97M-V functional and the def2-TZVPD basis",
  "de_lowest_kcal_mol": 28.6,
  "total_energy_ev": -12504.94335,
  "homo_ev": -10.38,
  "homo_lumo_gap_ev": 10.8,
  "smiles": "OCCO.O.O.O",
  "molar_mass_g_mol": 116.11,
  "elements": ["O", "O", "O", "O", "O", "C", "C", "H", "H", "H", "H", "H", "H", "H", "H", "H", "H", "H", "H"],
  "coordinates": [[12.3061, -13.5375, 12.0887], [7.5738, -12.7636, 13.6315], [10.2462, -10.1027, 13.9590], [12.3710, -16.4688, 9.7865], [9.7344, -14.3438, 16.6311], [12.6388, -15.7545, 10.9909], [11.8283, -14.4333, 11.0596], [8.1163, -11.9750, 13.6222], [13.0483, -13.0223, 11.7642], [12.9609, -17.2261, 9.7819], [10.9418, -10.7595, 13.9921], [9.3996, -14.1054, 15.7667], [9.2666, -13.7687, 17.2367], [11.9784, -14.0448, 10.0524], [10.7467, -14.4274, 11.1951], [7.4316, -12.9679, 12.7072], [12.5122, -16.2014, 11.9770], [13.7173, -15.6266, 10.8978], [10.6952, -9.2702, 14.1061]],
  "lowdin_charge": [-0.080, -0.050, -0.050, -0.068, -0.054, -0.247, -0.219, 0.015, 0.078, 0.083, 0.029, 0.016, 0.028, 0.110, 0.119, 0.030, 0.114, 0.114, 0.032]
}


[3]
{
  "formula": "C4H4Br2ClN",
  "method": "the ωB97M-V functional and the def2-TZVPD basis",
  "de_lowest_kcal_mol": 38.7,
  "total_energy_ev": -158308.21886,
  "homo_ev": -9.60,
  "homo_lumo_gap_ev": 9.8,
  "molar_mass_g_mol": 261.34,
  "elements": ["Br", "Br", "Cl", "N", "C", "C", "C", "C", "H", "H", "H", "H"],
  "coordinates": [[-4.6946, -0.9174, 0.2814], [-3.1140, 1.6778, -0.4176], [-0.3928, -1.3105, -2.1327], [0.2031, 0.6521, -0.2117], [0.5245, 1.5150, -1.0910], [-0.3768, -0.6816, -0.4188], [-1.7830, -0.9599, 0.0505], [-2.8882, -0.1706, 0.0404], [-1.8932, -2.0175, 0.3017], [0.5000, 1.5437, -2.2447], [0.9171, 2.3999, -0.6747], [0.2793, -1.4005, -0.0292]],
  "lowdin_charge": [0.587, 0.642, 0.571, -0.018, -0.069, -0.674, -0.277, -1.083, 0.104, 0.102, 0.050, 0.065]
}


[4]
{
  "formula": "H8O4",
  "method": "the ωB97M-V functional and the def2-TZVPD basis",
  "de_lowest_kcal_mol": 20.5,
  "total_energy_ev": -8319.78664,
  "homo_ev": -10.80,
  "homo_lumo_gap_ev": 11.3,
  "smiles": "O.O.O.O",
  "molar_mass_g_mol": 72.06,
  "elements": ["O", "O", "O", "O", "H", "H", "H", "H", "H", "H", "H", "H"],
  "coordinates": [[-0.9423, 0.2482, 2.2661], [-1.0492, 0.1638, -0.5906], [1.4394, 1.5489, 0.0887], [0.9468, -1.8232, -1.3161], [-0.6394, -0.6980, -0.8865], [-1.6852, 0.7574, 2.5668], [1.4573, -1.5427, -0.5199], [1.1747, 2.4127, -0.2523], [0.7139, 0.9624, -0.2148], [-1.9698, -0.0633, -0.5949], [-1.0735, 0.0733, 1.3592], [1.6275, -2.0396, -1.9058]],
  "lowdin_charge": [-0.035, -0.067, -0.075, -0.032, 0.053, 0.027, 0.081, 0.037, -0.009, 0.051, -0.049, 0.019]
}


[5]
{
  "formula": "C9H14O",
  "method": "the ωB97M-V functional and the def2-TZVPD basis",
  "de_lowest_kcal_mol": 48.4,
  "total_energy_ev": -11605.53635,
  "homo_ev": -8.13,
  "homo_lumo_gap_ev": 8.9,
  "smiles": "Cc1ccc(O)cc1.CC",
  "molar_mass_g_mol": 138.21,
  "elements": ["O", "C", "C", "C", "C", "C", "C", "C", "C", "C", "H", "H", "H", "H", "H", "H", "H", "H", "H", "H", "H", "H", "H", "H"],
  "coordinates": [[-2.5831, 0.1570, -1.0084], [1.8439, 2.8183, -0.6029], [-0.8111, 0.1953, 0.5488], [0.2759, -0.2484, 1.1386], [-1.5652, -0.5274, -0.4422], [0.6709, -1.5804, 0.7782], [1.7526, -2.2609, 1.4281], [0.9303, 3.9779, -0.8701], [-1.2449, -1.7961, -0.7300], [-0.1256, -2.4049, -0.0311], [1.3945, 4.8203, -0.4305], [0.8356, 4.2651, -1.8459], [-0.0492, 3.9518, -0.3924], [-2.5486, 1.1297, -0.6769], [1.9881, 2.3288, -1.5266], [1.3306, 2.0396, 0.0731], [1.8312, -3.2992, 1.4986], [0.9133, 0.4372, 1.6733], [-1.1341, 1.0883, 1.0547], [1.8757, -1.9300, 2.4370], [2.6219, -2.0343, 0.7824], [2.9062, 2.9455, -0.2956], [0.1203, -3.5283, -0.2039], [-1.7816, -2.5106, -1.3853]],
  "lowdin_charge": [0.023, -0.160, -0.065, -0.064, -0.346, -0.300, -0.093, -0.164, -0.023, -0.022, 0.049, 0.032, 0.069, 0.152, 0.040, 0.063, 0.057, 0.114, 0.116, 0.077, 0.103, 0.078, 0.142, 0.122]
}


[6]
{
  "formula": "C2NiO4",
  "method": "the ωB97M-V functional and the def2-TZVPD basis",
  "total_energy_ev": -51299.43468,
  "s_squared": 2.016,
  "homo_ev": [-9.43, -9.45],
  "homo_lumo_gap_ev": [6.8, 6.8],
  "spin_multiplicity": 3,
  "molar_mass_g_mol": 146.71,
  "elements": ["Ni", "O", "O", "O", "O", "C", "C"],
  "coordinates": [[-0.8488, 0.3886, -0.7310], [0.2621, -0.8125, -1.6962], [-0.7417, -2.0477, -0.2475], [0.4493, 0.0191, 0.6336], [-0.0754, 2.3541, 1.0390], [0.5935, 1.5860, 1.5624], [0.3610, -1.4877, -0.5602]],
  "mulliken_spin": [1.620, 0.119, 0.098, 0.177, -0.006, -0.019, 0.011]
}


[7]
{
  "formula": "C2H2LiOPt",
  "method": "the ωB97M-V functional and the def2-TZVPD basis",
  "total_energy_ev": -7597.29627,
  "s_squared": 3.771,
  "homo_ev": [-6.77, -8.27],
  "homo_lumo_gap_ev": [5.3, 6.6],
  "spin_multiplicity": 4,
  "molar_mass_g_mol": 244.06,
  "elements": ["Pt", "O", "C", "C", "Li", "H", "H"],
  "coordinates": [[2.1838, 0.0405, 0.2837], [1.1184, 0.6833, 2.2777], [2.5505, -1.2888, 2.3894], [1.5096, -0.5301, 2.7849], [-0.5096, -0.7364, 0.0356], [1.9977, -1.0431, -1.1896], [0.8616, -0.8382, 3.6267]],
  "mulliken_spin": [1.040, 0.430, 1.117, 0.218, 0.029, 0.109, 0.057]
}